15
Properties=species:S:1:pos:R:3:forces:R:3:mulliken_spin:R:1 method="wB97M-V/def2-TZVPD" s_squared=0.77 energy_ev=-15576.77139 relative_energy_kj_mol=211.3 spin_multiplicity=2 total_charge=+2
C -0.626 -0.533 1.231 -1.0 0.3 -1.5 -0.08
N -1.191 -1.783 0.986 -2.8 0.6 1.3 0.76
H 0.093 -0.506 2.020 1.1 -0.4 0.4 0.05
H -1.313 0.327 1.347 0.1 -0.6 -0.6 0.00
H -2.278 -2.031 1.021 2.6 1.0 -0.4 -0.02
H -0.598 -2.576 1.120 0.6 -1.0 -0.1 -0.02
C 1.933 0.707 -0.212 0.1 0.7 -0.6 0.00
S 0.523 -0.357 -0.549 -0.7 0.5 -0.6 0.27
C -0.621 0.817 -1.505 -1.4 -1.7 1.4 0.00
H 2.254 1.172 -1.188 -0.5 -0.6 0.7 0.02
H 1.560 1.492 0.415 0.0 0.7 0.4 0.01
H 2.791 0.221 0.245 -0.2 -0.5 0.0 0.00
H -1.598 0.245 -1.706 1.6 0.8 0.2 0.00
H -0.140 1.162 -2.391 0.6 -0.1 -0.8 0.01
H -0.787 1.644 -0.834 -0.2 0.4 0.2 0.01